Run i
ORCA calculation (wB97M-V/def2-TZVPD) on a 2-piece molecular cluster, C2H4N2OS overall.

CARTESIAN COORDINATES (ANGSTROEM)
C  -1.019  -0.173  -1.329
C  -0.393  -0.955  -0.559
N  -1.585  0.155  -2.373
N  1.072  1.187  2.234
O  3.267  1.122  0.996
S  1.802  1.045  0.937
H  -0.740  -1.326  0.365
H  0.555  -1.436  -0.918
H  -1.585  1.110  -2.771
H  1.501  1.141  3.126

Output
charge = 0
2S+1 = 1
E_HOMO = -0.3378 hartree


Run ii
ORCA calculation (wB97M-V/def2-TZVPD) on one molecule with the formula C2H4N2OS.

CARTESIAN COORDINATES (ANGSTROEM)
C  -0.978  0.815  -0.785
N  -1.383  0.900  0.437
O  -0.663  0.125  1.383
C  0.752  -0.072  1.131
S  0.938  -0.918  -0.380
N  -0.024  0.080  -1.417
H  -1.598  1.338  -1.473
H  1.239  0.884  1.159
H  1.159  -0.592  2.042
H  0.700  0.734  -1.928

Output
charge = 0
2S+1 = 1
E_HOMO = -0.3313 hartree


Q: Which of them is the least stable? A: run ii.


Run i
ORCA calculation (wB97M-V/def2-TZVPD) on one molecule with the formula C2H4N2OS.

CARTESIAN COORDINATES (ANGSTROEM)
H  -1.399  1.696  -0.148
N  -0.496  1.208  -0.129
C  -0.574  -0.080  -0.020
N  -1.698  -0.822  0.198
S  0.920  -1.045  -0.134
C  2.260  0.158  0.077
O  3.417  -0.176  0.048
H  -1.661  -1.788  -0.108
H  -2.549  -0.327  -0.021
H  1.780  1.176  0.238

Output
charge = 0
2S+1 = 1
E_HOMO = -0.3546 hartree


Run ii
ORCA calculation (wB97M-V/def2-TZVPD) on one molecule with the formula C2H4N2OS.

CARTESIAN COORDINATES (ANGSTROEM)
N  2.055  -0.279  -0.242
N  0.793  -0.020  -0.433
C  0.199  0.911  0.114
S  -1.464  1.197  -0.345
C  -2.208  -0.423  -0.030
O  -3.422  -0.544  -0.153
H  2.457  -1.067  -0.693
H  2.537  -0.074  0.628
H  0.567  1.535  0.988
H  -1.514  -1.236  0.166

Output
charge = 0
2S+1 = 1
E_HOMO = -0.3305 hartree


Q: Which of them is the least stable? A: run ii.


Run i
ORCA calculation (wB97M-V/def2-TZVPD) on C2H4N2OS as an isolated structure.

CARTESIAN COORDINATES (ANGSTROEM)
C  -0.024  0.764  0.453
C  1.034  -0.052  -0.038
H  -1.178  -1.418  -0.253
H  -2.894  -0.716  0.056
H  0.333  1.488  1.087
H  2.949  0.210  -0.272
N  -1.862  -0.306  -0.396
N  -1.373  0.685  0.480
O  2.098  0.476  0.269
S  0.917  -1.132  -1.386

Output
charge = 0
2S+1 = 1
E_HOMO = -0.3234 hartree


Run ii
ORCA calculation (wB97M-V/def2-TZVPD) on one molecule with the formula C2H4N2OS.

CARTESIAN COORDINATES (ANGSTROEM)
N  2.673  -1.115  -0.713
C  1.749  -0.607  -0.277
C  0.579  0.099  0.192
N  -0.607  -0.371  -0.445
O  0.304  -0.076  1.797
S  0.899  1.835  -0.023
H  -0.967  -1.218  -0.022
H  -1.351  0.243  -0.038
H  1.069  -0.513  2.156
H  0.258  1.710  -1.125

Output
charge = 0
2S+1 = 1
E_HOMO = -0.3730 hartree


Run iii
ORCA calculation (wB97M-V/def2-TZVPD) on one molecule with the formula C2H4N2OS.

CARTESIAN COORDINATES (ANGSTROEM)
O  -2.146  1.466  0.088
C  -2.043  0.282  0.034
N  -0.894  -0.417  0.080
C  0.412  0.269  0.081
N  1.426  -0.391  -0.250
S  3.013  0.191  -0.097
H  -2.858  -0.415  0.066
H  -0.924  -1.462  -0.245
H  0.330  1.362  0.318
H  3.683  -0.886  -0.075

Output
charge = 0
2S+1 = 1
E_HOMO = -0.3314 hartree


Q: Which of them is the least stable? A: run i.


Run i
ORCA calculation (wB97M-V/def2-TZVPD) on an isolated ion of composition C8H11N2 and charge +1.

CARTESIAN COORDINATES (ANGSTROEM)
C  0.911  2.417  0.741
C  0.000  2.284  -0.326
C  -0.558  1.008  -0.204
N  0.090  0.408  1.013
N  0.981  1.295  1.451
C  -0.233  -1.030  0.963
C  0.786  -1.519  -0.181
C  0.209  -0.812  -1.421
C  -1.124  -0.171  -0.941
C  -1.516  -1.100  0.220
H  1.541  3.270  1.074
H  -0.130  3.047  -1.002
H  1.632  1.052  2.198
H  -0.243  -1.486  1.940
H  0.691  -2.595  -0.270
H  1.965  -1.399  0.146
H  0.998  -0.121  -1.764
H  -0.047  -1.696  -2.194
H  -1.849  0.095  -1.798
H  -2.556  -0.898  0.681
H  -1.547  -2.050  -0.327

Output
charge = +1
2S+1 = 1
E_HOMO = -0.5206 hartree


Run ii
ORCA calculation (wB97M-V/def2-TZVPD) on an isolated ion of composition C8H11N2 and charge +1.

CARTESIAN COORDINATES (ANGSTROEM)
C  0.075  -0.318  -0.019
C  -0.828  0.685  0.089
C  -0.907  -0.549  -2.516
C  1.391  -0.418  0.484
C  -1.075  1.233  1.498
C  0.833  -0.215  1.936
C  0.285  1.179  2.141
C  -0.274  -1.430  -3.440
N  -1.774  0.899  -0.858
N  -1.455  0.282  -1.901
H  1.912  -1.397  0.525
H  2.200  0.326  0.099
H  -1.473  2.246  1.413
H  -1.680  0.586  2.043
H  0.162  -1.105  2.337
H  1.754  -0.257  2.423
H  0.916  1.804  1.541
H  0.388  1.642  3.099
H  -0.356  -1.012  -4.358
H  -0.743  -2.420  -3.558
H  0.649  -1.763  -2.979

Output
charge = +1
2S+1 = 1
E_HOMO (spin up / spin down) = -0.4760 / -0.4760 hartree


Q: Which of them is the least stable? A: run ii.


Run i
ORCA calculation (wB97M-V/def2-TZVPD) on an isolated ion of composition C5H10NO and charge +1.

CARTESIAN COORDINATES (ANGSTROEM)
N  -1.231  -1.225  0.919
C  -0.963  0.136  1.462
C  -0.213  0.976  0.748
C  -0.308  1.097  -0.733
C  0.890  0.252  -1.419
C  1.720  -0.393  -0.391
O  1.483  -1.508  0.032
H  -1.726  -1.054  0.039
H  -1.884  -1.742  1.508
H  -0.313  -1.695  0.784
H  -0.871  0.199  2.545
H  0.434  1.733  1.188
H  -0.442  2.017  -1.295
H  -1.199  0.506  -0.992
H  1.506  0.901  -2.060
H  0.474  -0.383  -2.205
H  2.642  0.182  -0.131

Output
charge = +1
2S+1 = 1
E_HOMO = -0.5290 hartree


Run ii
ORCA calculation (wB97M-V/def2-TZVPD) on an isolated ion of composition C5H10NO and charge +1.

CARTESIAN COORDINATES (ANGSTROEM)
C  0.464  0.293  0.279
C  -1.553  0.892  -1.297
C  1.531  1.378  0.177
C  -1.582  -1.073  -0.139
C  -0.691  0.070  -0.355
N  0.988  -0.588  1.428
O  -1.442  0.783  -2.562
H  1.645  1.760  1.153
H  2.465  0.850  -0.249
H  1.041  2.087  -0.509
H  -1.176  -1.973  0.334
H  -2.362  -0.788  0.619
H  -2.159  -1.624  -1.033
H  0.566  -0.334  2.329
H  1.988  -0.276  1.450
H  1.002  -1.657  1.228
H  -0.726  0.202  -2.854

Output
charge = +1
2S+1 = 1
E_HOMO = -0.4537 hartree


Run iii
ORCA calculation (wB97M-V/def2-TZVPD) on a 2-piece molecular cluster, C5H10NO overall.

CARTESIAN COORDINATES (ANGSTROEM)
O  -1.152  2.727  1.761
C  -1.231  1.869  0.926
C  -0.149  0.831  0.801
C  -0.291  0.016  -0.467
C  0.708  -1.106  -0.829
C  1.431  -1.817  0.195
N  0.524  -1.723  -1.985
H  -1.887  1.977  0.041
H  0.721  1.497  0.732
H  -0.022  0.168  1.676
H  -0.332  0.753  -1.277
H  -1.247  -0.519  -0.702
H  0.950  -2.291  1.036
H  2.404  -2.114  -0.207
H  1.442  -4.427  -0.820
H  0.821  -2.684  -1.923
H  -0.168  -1.436  -2.654

Output
charge = +1
2S+1 = 1
E_HOMO = -0.4969 hartree


Run iv
ORCA calculation (wB97M-V/def2-TZVPD) on a 2-piece molecular cluster, C5H10NO overall.

CARTESIAN COORDINATES (ANGSTROEM)
C  -1.680  -1.762  -0.021
C  -1.627  0.850  0.462
C  -1.200  0.598  -0.877
C  2.481  0.342  -0.355
C  1.388  -0.646  -0.569
N  -1.576  -0.478  -0.141
O  0.995  -1.419  0.424
H  -1.644  -2.259  -0.992
H  -1.713  -2.123  1.043
H  -0.966  1.251  1.231
H  -2.608  1.272  0.767
H  -1.539  0.720  -1.943
H  2.515  0.574  0.692
H  2.180  1.156  -0.984
H  3.455  0.106  -0.672
H  1.239  -1.046  -1.545
H  1.614  -1.358  1.284

Output
charge = +1
2S+1 = 1
E_HOMO (spin up / spin down) = -0.4430 / -0.4353 hartree


Q: Which of them is the least stable? A: run iii.


Run i
ORCA calculation (wB97M-V/def2-TZVPD) on an isolated ion of composition C5H10NO and charge +1.

CARTESIAN COORDINATES (ANGSTROEM)
C  -0.305  -1.158  -0.734
C  1.052  -1.044  -0.609
C  -0.149  0.951  0.632
C  -1.072  -0.229  0.230
C  1.637  -0.263  0.483
N  -2.251  0.394  -0.641
O  2.823  0.233  0.131
H  -0.779  -1.758  -1.382
H  1.795  -1.556  -1.274
H  0.164  1.486  -0.155
H  -0.188  1.425  1.574
H  -1.457  -0.856  1.059
H  1.535  -0.680  1.513
H  -3.129  0.027  -0.348
H  -1.999  0.223  -1.570
H  -2.481  1.444  -0.665
H  3.416  0.543  0.912

Output
charge = +1
2S+1 = 1
E_HOMO = -0.4544 hartree


Run ii
ORCA calculation (wB97M-V/def2-TZVPD) on an isolated ion of composition C5H10NO and charge +1.

CARTESIAN COORDINATES (ANGSTROEM)
C  -2.524  0.202  0.337
C  -1.569  0.431  -0.616
C  -0.413  -0.552  -0.785
C  0.892  -0.011  -0.322
N  0.908  0.769  1.001
C  2.142  -0.944  -0.149
O  3.135  -0.487  0.323
H  -2.950  -0.801  0.401
H  -2.946  0.960  0.979
H  -1.701  1.273  -1.318
H  -0.153  -0.928  -1.787
H  -0.786  -1.475  -0.309
H  1.289  0.710  -1.061
H  0.081  1.372  0.937
H  0.869  0.154  1.814
H  1.758  1.333  1.028
H  1.968  -2.007  -0.472

Output
charge = +1
2S+1 = 1
E_HOMO = -0.4891 hartree


Run iii
ORCA calculation (wB97M-V/def2-TZVPD) on a 2-piece molecular cluster, C5H10NO overall.

CARTESIAN COORDINATES (ANGSTROEM)
C  -0.590  1.389  0.565
C  -0.538  0.620  -0.328
C  -0.534  2.426  1.593
C  -1.289  -1.622  -0.321
C  1.827  -1.092  -0.558
N  -0.563  -0.563  -0.983
O  2.515  0.020  -0.696
H  0.544  2.443  1.860
H  -0.967  3.317  1.315
H  -1.138  1.995  2.368
H  -2.350  -1.374  -0.383
H  -0.912  -2.621  -0.786
H  -1.161  -1.679  0.717
H  1.451  -1.127  0.445
H  1.521  -1.841  -1.335
H  -0.772  -0.489  -1.905
H  2.956  0.197  -1.570

Output
charge = +1
2S+1 = 1
E_HOMO (spin up / spin down) = -0.4709 / -0.4709 hartree


Q: Which of them is the least stable? A: run iii.


Run i
ORCA calculation (wB97M-V/def2-TZVPD) on one molecule with the formula C2H4OS.

CARTESIAN COORDINATES (ANGSTROEM)
C  -0.632  -0.397  -1.080
C  -0.111  0.035  0.023
S  1.503  -0.655  0.594
O  2.275  0.534  1.485
H  -1.602  -0.302  -1.444
H  0.088  -1.024  -1.631
H  -0.687  0.630  0.850
H  2.991  0.935  0.868

Output
charge = 0
2S+1 = 1
E_HOMO = -0.3240 hartree


Run ii
ORCA calculation (wB97M-V/def2-TZVPD) on one molecule with the formula C2H4OS.

CARTESIAN COORDINATES (ANGSTROEM)
C  0.137  0.043  -0.327
C  -1.132  -0.194  0.416
O  -1.990  -1.114  -0.160
S  -2.689  0.467  -0.022
H  -0.011  0.392  -1.287
H  0.749  -0.843  -0.378
H  0.524  0.775  0.339
H  -1.033  -0.371  1.379

Output
charge = 0
2S+1 = 1
E_HOMO = -0.3292 hartree


Q: Which of them is the least stable? A: run ii.


Run i
ORCA calculation (wB97M-V/def2-TZVPD) on one molecule with the formula C2H4OS.

CARTESIAN COORDINATES (ANGSTROEM)
C  -0.984  0.752  0.170
C  0.352  0.098  -0.010
O  -2.608  2.632  -1.034
S  -1.276  2.004  -1.047
H  -1.666  0.162  0.821
H  0.624  -0.129  -1.037
H  1.212  0.659  0.283
H  0.522  -0.743  0.715

Output
charge = 0
2S+1 = 1
E_HOMO (spin up / spin down) = -0.3302 / -0.3302 hartree


Run ii
ORCA calculation (wB97M-V/def2-TZVPD) on one molecule with the formula C2H4OS.

CARTESIAN COORDINATES (ANGSTROEM)
C  1.090  1.196  0.009
C  0.239  -0.095  -0.022
O  0.998  -1.283  0.043
S  -1.368  0.013  -0.003
H  0.394  2.089  -0.491
H  1.399  1.391  1.174
H  2.149  0.864  -0.595
H  1.992  -0.896  -0.307

Output
charge = 0
2S+1 = 1
E_HOMO = -0.3267 hartree


Run iii
ORCA calculation (wB97M-V/def2-TZVPD) on one molecule with the formula C2H4OS.

CARTESIAN COORDINATES (ANGSTROEM)
C  0.708  0.658  1.203
C  -0.089  -0.239  0.284
O  0.330  -0.320  -0.955
S  -0.620  -1.263  -1.951
H  0.388  0.951  2.239
H  1.437  1.389  0.699
H  -0.789  -0.894  0.856
H  -1.364  -0.283  -2.374

Output
charge = 0
2S+1 = 1
E_HOMO = -0.3146 hartree


Q: Which of them is the least stable? A: run iii.